i:
15
Properties=species:S:1:pos:R:3 method="wB97M-V/def2-TZVPD" charge=0 smiles="O=C1NN[C@H]2C[C@@H]2N1" homo_lumo_gap_ev=9.3 lumo_energy_ev=0.90
O 1.53 2.17 -1.18
C 0.78 1.46 -0.58
N -0.12 0.50 -1.55
N -0.11 -0.89 -1.23
C -0.59 -0.58 0.09
C -0.70 -1.15 1.41
C 0.30 0.07 1.05
N 0.34 1.39 0.84
H 0.39 0.48 -2.35
H -0.81 -1.69 -1.91
H -1.53 0.05 -0.03
H -0.06 -2.11 1.71
H -1.92 -1.09 1.71
H 1.23 -0.54 0.75
H 1.28 1.92 1.28

=====

ii:
15
Properties=species:S:1:pos:R:3 method="wB97M-V/def2-TZVPD" charge=0 homo_lumo_gap_ev="7.9 / 7.9" lumo_energy_ev="0.01 / 0.01"
C 0.47 -0.44 -0.04
C 0.62 0.69 0.84
N 1.36 -1.51 -0.11
N 1.81 0.78 1.39
C -1.49 0.53 -1.08
C -2.22 1.02 -0.08
N -0.51 -0.48 -0.93
O -0.60 -1.43 -1.78
H 1.02 -2.20 -0.77
H 1.68 -1.88 0.77
H 2.00 1.54 2.02
H 2.60 0.16 1.19
H -1.71 0.74 -2.11
H -2.02 0.76 0.94
H -3.00 1.73 -0.27

=====

Most stable structure, least stable structure: ii, i.

=====

i:
15
Properties=species:S:1:pos:R:3 method="wB97M-V/def2-TZVPD" charge=0 homo_lumo_gap_ev=8.8 lumo_energy_ev=0.67
C 1.45 -1.36 -0.19
C 0.27 -0.57 -0.69
C -1.13 -0.99 -0.42
C -0.38 0.07 1.65
N -0.38 -0.11 2.79
N -0.47 0.31 0.31
C -0.76 1.71 -0.05
H 1.18 -1.93 0.70
H 1.72 -2.08 -0.97
H 2.32 -0.73 0.01
H 0.52 0.06 -1.55
H -1.81 -0.52 -1.14
H -0.88 1.77 -1.13
H 0.04 2.38 0.27
H -1.70 2.00 0.43

=====

ii:
15
Properties=species:S:1:pos:R:3 method="wB97M-V/def2-TZVPD" charge=0 smiles=C[C@@]1(CC#N)CN1 homo_lumo_gap_ev=10.5 lumo_energy_ev=0.80
C 0.89 0.58 1.37
C 0.18 0.17 0.09
C 0.42 -1.27 -0.40
C -0.73 -1.69 -1.21
N -1.69 -1.94 -1.81
C -1.14 0.72 -0.31
N 0.08 1.11 -1.02
H 0.63 -0.07 2.21
H 1.98 0.55 1.26
H 0.62 1.60 1.66
H 0.49 -1.96 0.45
H 1.33 -1.34 -1.01
H -1.64 1.43 0.34
H -1.80 0.08 -0.91
H 0.38 2.04 -0.72

=====

Most stable structure, least stable structure: ii, i.

=====

i:
15
Properties=species:S:1:pos:R:3 method="wB97M-V/def2-TZVPD" charge=0 homo_lumo_gap_ev="8.3 / 8.3" lumo_energy_ev="0.19 / 0.19"
C -1.95 -0.99 0.54
C -1.06 -0.34 -0.47
C -0.39 0.93 -0.29
N 0.54 0.07 0.35
C 1.92 0.63 0.39
C 2.42 -0.27 -0.62
N 2.74 -1.00 -1.46
H -1.93 -0.48 1.50
H -1.62 -2.02 0.67
H -3.00 -1.05 0.20
H -1.11 -0.79 -1.47
H -0.07 1.39 -1.24
H -0.79 1.64 0.42
H 2.00 1.69 0.07
H 2.39 0.59 1.41

=====

ii:
15
Properties=species:S:1:pos:R:3 method="wB97M-V/def2-TZVPD" charge=0 homo_lumo_gap_ev=8.6 lumo_energy_ev=0.95
C -2.32 -0.17 0.07
C -0.87 -0.01 0.15
C -0.40 1.18 -0.32
N 0.98 1.01 -0.46
C 1.35 -0.22 0.10
N 2.71 -0.54 0.23
C 0.22 -0.87 0.52
H -2.79 -0.35 -0.88
H -2.71 -0.89 0.83
H -2.58 1.27 -0.26
H -1.44 1.80 -0.61
H 1.67 1.74 -0.50
H 2.87 -1.32 0.87
H 3.16 -0.75 -0.66
H 0.17 -1.87 0.94

=====

iii:
15
Properties=species:S:1:pos:R:3 method="wB97M-V/def2-TZVPD" charge=0 smiles="CC(C)=C(N)C#N" homo_lumo_gap_ev=8.2 lumo_energy_ev=0.10
C 1.28 -1.06 -0.57
C 0.36 0.00 -0.03
C 1.01 1.31 0.29
C -0.95 -0.21 0.16
N -1.86 0.75 0.64
C -1.45 -1.65 0.32
N -1.86 -2.01 -0.71
H 0.84 -2.06 -0.58
H 2.18 -1.13 0.03
H 1.56 -0.81 -1.59
H 1.91 1.14 0.90
H 1.33 1.81 -0.63
H 0.35 1.98 0.85
H -2.77 0.37 0.85
H -1.93 1.57 0.06

=====

Most stable structure, least stable structure: iii, i.

=====

i:
15
Properties=species:S:1:pos:R:3 method="wB97M-V/def2-TZVPD" charge=0 smiles=Cc1c[nH]c(N)c1 homo_lumo_gap_ev=8.5 lumo_energy_ev=1.05
C 2.15 0.23 -0.76
C 0.90 0.02 0.03
C 0.43 -1.16 0.47
N -0.92 -1.02 0.91
C -1.27 0.29 0.48
N -2.62 0.47 0.16
C -0.17 1.01 0.16
H 1.98 -0.08 -1.79
H 2.45 1.28 -0.77
H 2.97 -0.37 -0.36
H 0.78 -2.17 0.29
H -0.92 -1.01 1.93
H -2.65 0.90 -0.76
H -3.02 -0.46 0.07
H -0.10 2.07 -0.06

=====

ii:
15
Properties=species:S:1:pos:R:3 method="wB97M-V/def2-TZVPD" charge=0 smiles=N#C[C@H](N)C1CC1 homo_lumo_gap_ev=11.0 lumo_energy_ev=0.84
N 1.35 -1.30 -1.62
C 0.36 -1.30 -1.00
C -0.68 -0.86 -0.06
N -2.05 -0.83 -0.57
C -0.18 0.63 0.37
C 1.14 1.16 -0.13
C 0.99 0.84 1.33
H -0.67 -1.56 0.79
H -2.53 -1.73 -0.55
H -2.10 -0.47 -1.51
H -1.07 1.26 0.43
H 1.65 0.40 -0.75
H 1.33 2.17 -0.51
H 0.97 1.65 2.07
H 1.49 -0.05 1.70

=====

iii:
15
Properties=species:S:1:pos:R:3 method="wB97M-V/def2-TZVPD" charge=0 smiles=Cc1cn(C)cn1 homo_lumo_gap_ev=9.4 lumo_energy_ev=0.90
C -1.04 -2.32 -0.57
C -0.57 -1.02 0.00
C -0.26 0.13 -0.67
N 0.26 0.99 0.27
C 1.07 2.15 -0.02
C 0.23 0.32 1.45
N -0.27 -0.89 1.34
H -0.33 -3.11 -0.29
H -2.02 -2.61 -0.19
H -1.08 -2.28 -1.66
H -0.35 0.41 -1.71
H 0.60 2.75 -0.81
H 1.16 2.77 0.88
H 2.06 1.84 -0.35
H 0.61 0.76 2.37

=====

iv:
15
Properties=species:S:1:pos:R:3 method="wB97M-V/def2-TZVPD" charge=0 homo_lumo_gap_ev=7.3 lumo_energy_ev=0.38
C -1.37 -0.98 -0.37
C -1.17 1.13 1.00
C -0.34 1.96 0.35
N 0.84 1.26 -0.25
C 0.78 0.00 0.06
N 1.68 -0.94 -0.27
C -0.54 -0.24 0.73
H -0.75 -1.37 -1.19
H -1.93 -1.81 0.06
H -2.07 -0.26 -0.79
H -0.35 3.03 0.16
H 1.51 1.65 -0.90
H 2.66 -0.70 -0.28
H 1.49 -1.88 0.07
H -0.43 -0.88 1.62

=====

Most stable structure, least stable structure: iii, iv.

=====

i:
15
Properties=species:S:1:pos:R:3 method="wB97M-V/def2-TZVPD" charge=0 smiles="CC/N=C/N1C=C1" homo_lumo_gap_ev=9.7 lumo_energy_ev=1.13
C 0.73 2.31 -0.14
C 0.44 1.09 -1.01
N -0.19 0.08 -0.19
C 0.41 -1.01 0.01
N -0.05 -1.95 0.96
C -1.49 -1.73 1.30
C -1.26 -2.76 0.59
H 1.11 3.15 -0.74
H -0.18 2.63 0.37
H 1.48 2.07 0.63
H 1.38 0.73 -1.48
H -0.25 1.37 -1.81
H 1.38 -1.28 -0.44
H -2.06 -1.02 1.86
H -1.46 -3.69 0.08

=====

ii:
15
Properties=species:S:1:pos:R:3 method="wB97M-V/def2-TZVPD" charge=0 smiles=Cc1cc(N)c[nH]1 homo_lumo_gap_ev="8.0 / 8.0" lumo_energy_ev="0.54 / 0.54"
C 2.16 -0.26 -0.32
C 0.76 -0.19 0.18
C -0.20 -1.14 0.15
C -1.49 -0.51 0.39
N -2.13 -0.30 -0.91
C -1.07 0.66 1.14
N 0.25 0.92 0.85
H 2.86 -0.49 0.48
H 2.21 -1.04 -1.09
H 2.46 0.68 -0.80
H 0.00 -2.19 0.09
H -1.52 0.37 -1.38
H -3.09 0.02 -1.01
H -1.61 1.48 1.60
H 0.46 1.89 0.60

=====

iii:
15
Properties=species:S:1:pos:R:3 method="wB97M-V/def2-TZVPD" charge=0 smiles=Cc1ccn(C)n1 homo_lumo_gap_ev=10.1 lumo_energy_ev=1.06
C 2.09 -1.33 -0.23
C 0.82 -0.65 0.13
C 0.18 -0.47 1.41
C -0.97 0.24 1.07
N -1.03 0.35 -0.27
C -1.69 1.40 -1.00
N 0.07 -0.17 -0.86
H 2.11 -2.38 0.10
H 2.96 -0.82 0.20
H 2.18 -1.32 -1.32
H 0.64 -0.43 2.38
H -1.82 0.59 1.64
H -2.49 1.15 -1.67
H -0.93 1.89 -1.57
H -2.09 2.11 -0.33

=====

Most stable structure, least stable structure: iii, i.

=====

i:
15
Properties=species:S:1:pos:R:3 method="wB97M-V/def2-TZVPD" charge=0 smiles=CCn1ccnc1 homo_lumo_gap_ev=9.7 lumo_energy_ev=0.94
C -1.84 0.13 0.49
C -1.05 -0.28 -0.74
N 0.37 -0.09 -0.51
C 1.16 -0.94 0.24
C 2.26 -0.20 0.59
N 2.16 1.08 0.09
C 1.02 1.10 -0.54
H -2.92 0.06 0.33
H -1.57 -0.50 1.35
H -1.60 1.17 0.76
H -1.34 0.31 -1.62
H -1.22 -1.33 -0.99
H 0.88 -1.96 0.43
H 3.11 -0.51 1.18
H 0.59 1.96 -1.05

=====

ii:
15
Properties=species:S:1:pos:R:3 method="wB97M-V/def2-TZVPD" charge=0 homo_lumo_gap_ev="8.1 / 8.1" lumo_energy_ev="0.29 / 0.29"
C 0.77 0.55 1.88
C -0.18 0.49 0.71
N -0.41 -0.77 0.08
C -1.37 -0.57 -0.90
C -0.54 -0.05 -1.92
N 0.72 -0.77 -1.86
C 0.77 -1.15 -0.65
H 1.04 1.59 2.08
H 0.31 0.14 2.79
H 1.70 0.00 1.68
H -0.14 0.96 -1.03
H -1.08 1.10 0.81
H -2.32 -0.16 -0.60
H -0.86 0.27 -2.91
H 1.60 -1.63 -0.15

=====

iii:
15
Properties=species:S:1:pos:R:3 method="wB97M-V/def2-TZVPD" charge=0 smiles="CC1=NC1.C=C=N" homo_lumo_gap_ev=10.0 lumo_energy_ev=0.90
C 1.81 -0.05 -1.00
C 1.11 -0.39 0.26
N 0.71 0.15 1.31
C 0.49 -1.35 1.15
H 2.89 -0.21 -0.87
H 1.64 1.00 -1.26
H 1.48 -0.69 -1.83
H -0.54 -1.68 0.99
H 1.09 -1.99 1.79
C -2.05 1.51 0.70
C -1.73 1.01 -0.47
N -1.41 0.63 -1.60
H -3.08 1.54 1.03
H -1.26 1.84 1.36
H -1.21 -0.37 -1.65

=====

Most stable structure, least stable structure: i, ii.

=====

i:
15
Properties=species:S:1:pos:R:3 method="wB97M-V/def2-TZVPD" charge=0 homo_lumo_gap_ev="8.0 / 8.0" lumo_energy_ev="0.51 / 0.51"
N 2.02 0.12 -0.62
C 1.03 -0.53 0.20
C 0.76 0.11 1.57
N -0.36 0.34 1.92
C -0.34 -0.62 -0.52
C -1.11 0.65 -0.85
C -1.56 -0.30 0.21
H 2.91 0.17 -0.14
H 1.73 1.07 -0.82
H 1.39 -1.55 0.41
H -0.35 -1.43 -1.25
H -0.69 1.60 -0.53
H -1.61 0.72 -1.82
H -2.48 -0.88 0.14
H -1.34 0.51 2.10

=====

ii:
15
Properties=species:S:1:pos:R:3 method="wB97M-V/def2-TZVPD" charge=0 homo_lumo_gap_ev=5.2 lumo_energy_ev=-2.46
C -0.86 0.75 -0.83
C -1.44 -0.65 -1.02
C -0.74 -0.11 0.40
C 0.60 -0.61 0.51
N 2.92 -0.31 0.28
C 1.73 0.19 0.23
N -1.51 0.37 1.43
H -0.01 0.96 -1.46
H 3.63 0.43 0.36
H -1.44 1.63 -0.58
H -1.08 -0.97 -1.99
H -2.42 -0.99 -0.75
H 0.85 -1.59 0.93
H 1.57 1.26 0.40
H -1.81 -0.35 2.09

=====

iii:
15
Properties=species:S:1:pos:R:3 method="wB97M-V/def2-TZVPD" charge=0 homo_lumo_gap_ev="6.6 / 8.0" lumo_energy_ev="-1.11 / -0.61"
C 2.49 -0.59 0.13
N 1.13 -0.09 0.14
C 0.71 1.15 -0.31
C -0.65 1.12 -0.40
C -0.97 -0.16 0.16
C -2.26 -0.60 0.46
N 0.14 -0.91 0.40
H 3.18 0.20 0.44
H 2.77 -0.94 -0.87
H 2.54 -1.43 0.83
H 1.46 1.88 -0.62
H -2.21 1.26 -0.89
H -2.90 0.74 -0.91
H -3.00 0.05 0.90
H -2.44 -1.67 0.55

=====

Most stable structure, least stable structure: i, ii.

=====

i:
16
Properties=species:S:1:pos:R:3 method="wB97M-V/def2-TZVPD" charge=0 smiles=CC.CC homo_lumo_gap_ev=12.8 lumo_energy_ev=1.14
C 1.03 1.43 0.84
C 2.41 1.15 0.23
H 1.11 2.37 1.40
H 0.28 1.55 0.07
H 0.76 0.77 1.65
H 2.85 2.08 -0.13
H 2.38 0.43 -0.59
H 3.08 0.72 0.97
C -1.59 -1.81 -1.11
C -1.91 -0.80 0.02
H -1.35 -1.33 -2.05
H -0.64 -2.32 -0.91
H -2.37 -2.57 -1.15
H -1.69 0.18 -0.31
H -2.99 -0.74 0.16
H -1.37 -1.10 0.91

=====

ii:
16
Properties=species:S:1:pos:R:3 method="wB97M-V/def2-TZVPD" charge=0 smiles=CC.CC homo_lumo_gap_ev=12.7 lumo_energy_ev=1.17
C -1.51 1.06 1.46
C -1.83 -0.04 0.46
H -0.47 1.05 1.80
H -1.69 2.08 1.12
H -2.08 0.99 2.39
H -1.10 -0.81 0.64
H -1.81 0.26 -0.59
H -2.83 -0.48 0.46
C 1.48 -1.15 -0.60
C 1.82 0.15 -1.35
H 2.21 -1.90 -0.91
H 1.56 -1.06 0.48
H 0.52 -1.54 -0.93
H 2.76 0.55 -0.96
H 1.10 0.92 -1.07
H 1.89 -0.07 -2.40

=====

iii:
16
Properties=species:S:1:pos:R:3 method="wB97M-V/def2-TZVPD" charge=0 smiles=CC.CC homo_lumo_gap_ev=12.9 lumo_energy_ev=1.04
C -2.63 0.77 1.16
C -2.24 -0.71 1.12
H -1.89 1.35 0.61
H -3.59 0.96 0.68
H -2.69 1.13 2.18
H -2.92 -1.34 1.68
H -1.27 -0.80 1.62
H -2.23 -1.13 0.11
C 2.51 -0.36 -0.45
C 2.38 0.29 -1.85
H 1.68 -1.05 -0.30
H 3.44 -0.89 -0.30
H 2.42 0.43 0.30
H 3.22 0.94 -2.05
H 1.47 0.88 -1.88
H 2.34 -0.45 -2.64

=====

iv:
16
Properties=species:S:1:pos:R:3 method="wB97M-V/def2-TZVPD" charge=0 smiles=CC.CC homo_lumo_gap_ev=12.2 lumo_energy_ev=1.13
C -2.04 -0.88 -0.36
C -0.94 -0.55 -1.35
H -3.10 -0.71 -0.81
H -1.85 -2.00 -0.19
H -2.09 -0.49 0.64
H -1.37 -0.44 -2.43
H -0.27 -1.56 -1.37
H -0.42 0.37 -1.11
C 1.34 1.55 0.80
C 1.73 0.10 0.83
H 0.46 1.65 0.11
H 1.10 1.85 1.95
H 2.09 2.23 0.45
H 2.00 -0.22 1.89
H 2.57 -0.34 0.16
H 0.78 -0.54 0.80

=====

Most stable structure, least stable structure: iii, iv.